Entry 1:
# C18H10Cl2N4O3Ru

A molecular structure, C18H10Cl2N4O3Ru (wB97M-V/def2-TZVPD, the OMol25 dataset).

Summary:
total charge: -1
⟨S²⟩: 0.7598
2S+1: 2
E_LUMO (spin up / spin down): 2.666 / 2.600 eV

Atoms and positions in Å:
Ru: -0.41931 -0.01147 -0.08981
Cl: 6.42421 0.37643 -0.28641
C: 4.78745 0.24325 0.29199
C: 3.75631 0.19788 -0.63617
C: 2.44100 0.09258 -0.21771
N: 1.32938 0.03586 -1.07383
C: 1.32238 0.09362 -2.40559
O: 2.26763 0.15900 -3.19436
C: -0.10069 0.05323 -2.95013
C: -0.29162 0.09104 -4.31708
C: -1.57680 0.04422 -4.82868
C: -2.63811 -0.03604 -3.94322
C: -2.36606 -0.06726 -2.58746
N: -1.13290 -0.03431 -2.08702
C: 2.15385 0.02803 1.16898
C: 3.19577 0.07405 2.08029
C: 4.50842 0.18200 1.64228
Cl: 5.78103 0.23534 2.82907
N: 0.79832 -0.08946 1.50653
C: 0.26490 -0.14095 2.72549
O: 0.81992 -0.14622 3.82764
C: -1.25428 -0.22478 2.65669
C: -1.97019 -0.30105 3.83607
C: -3.34922 -0.39901 3.79231
C: -3.97231 -0.41587 2.55542
C: -3.18659 -0.33411 1.42054
N: -1.85921 -0.24893 1.45344
H: 3.97110 0.24822 -1.69228
H: 0.58335 0.16053 -4.94702
H: -1.74586 0.07555 -5.89761
H: -3.66319 -0.06439 -4.28660
H: -3.16459 -0.11043 -1.85746
H: 2.97481 0.02757 3.13527
H: -1.41725 -0.27892 4.76393
H: -3.92672 -0.45736 4.70631
H: -5.04770 -0.48096 2.46166
H: -3.63071 -0.32533 0.43286
O: -0.66655 1.74844 0.01166



Entry 2:
# C2H6BBrO2

A single C2H6BBrO2 molecule at a distorted geometry (wB97M-V/def2-TZVPD, the OMol25 dataset).

Summary:
structure (SMILES): COB(Br)OC
E_LUMO: 0.527 eV

Atoms and positions in Å:
Br: -0.14609 0.74903 -2.67211
O: -1.54971 -0.56185 -0.49298
O: 0.56838 0.41322 0.33636
B: -0.34546 0.11120 -0.72986
C: -1.65897 -0.99509 0.83938
C: 1.81670 0.78966 -0.15444
H: -1.35253 -0.19779 1.59003
H: -1.03077 -1.92422 1.05973
H: -2.70098 -1.16840 1.01973
H: 2.43022 1.10784 0.72502
H: 1.72045 1.75403 -0.78921
H: 2.24877 -0.07763 -0.73165



Entry 3:
# C16H30BrN2ORuSSi

A molecular structure, C16H30BrN2ORuSSi at a distorted geometry (wB97M-V/def2-TZVPD, the OMol25 dataset).

Summary:
total charge: +1
E_LUMO (spin up / spin down): -2.619 / -2.639 eV

Atoms and positions in Å:
Ru: 0.15452 -0.45593 0.52068
C: 0.22642 -0.87701 -2.66533
C: 0.05233 -2.23956 -2.04912
N: -0.74946 -2.19701 -0.82826
C: -2.20558 -2.22723 -0.99099
C: -2.82093 -0.89740 -1.41050
S: -2.15460 0.52052 -0.49036
C: -1.39900 1.54852 -1.78541
C: 0.12381 1.45498 -1.86154
N: 0.64017 0.09327 -1.64794
H: -0.70641 -0.53854 -3.11087
H: 0.95698 -0.94716 -3.47392
H: 1.03020 -2.63036 -1.76916
H: -0.38360 -2.91400 -2.79408
H: -0.47330 -2.99545 -0.26523
H: -2.62881 -2.51967 -0.03006
H: -2.50239 -2.98154 -1.72857
H: -3.88888 -0.92167 -1.20199
H: -2.69848 -0.69627 -2.47256
H: -1.67550 2.57630 -1.55625
H: -1.88318 1.29018 -2.72592
H: 0.56511 2.08335 -1.09002
H: 0.43147 1.85007 -2.83636
H: 1.65334 0.13648 -1.60358
Br: 4.58173 -5.29385 2.07373
C: 3.33431 -3.97398 1.54274
C: 2.05854 -3.98769 2.07938
C: 1.15334 -3.00206 1.69630
C: 1.50528 -2.00902 0.78332
C: 2.79449 -2.03055 0.25568
C: 3.71293 -3.00642 0.62668
H: 1.77850 -4.75193 2.79202
H: 0.15546 -3.02425 2.12873
H: 3.10980 -1.27395 -0.45700
H: 4.71279 -3.01044 0.21379
C: -0.51425 3.08861 1.27485
O: 0.14969 1.85781 1.54130
H: 0.03900 3.63120 0.50893
H: -0.55815 3.70918 2.16947
H: -1.53217 2.90436 0.92459
C: 2.06676 0.38289 2.86307
Si: 0.36910 1.13254 3.04894
C: 0.30150 2.38095 4.41394
C: -0.97541 -0.18012 3.15735
H: 2.79812 0.97970 3.41563
H: 2.38098 0.38029 1.81683
H: 2.12561 -0.64143 3.23233
H: 0.55483 1.91277 5.36776
H: -0.68201 2.84162 4.52590
H: 1.03125 3.17295 4.23032
H: -0.79934 -0.84860 4.00226
H: -1.05511 -0.83093 2.25422
H: -1.96358 0.26917 3.26899



Entry 4:
# C5H30N2O9

9 unconnected molecules or ions with the total composition C5H30N2O9 at a distorted geometry (wB97M-V/def2-TZVPD, the OMol25 dataset).

Summary:
structure (SMILES): CNC[C@H](N)CCO.O.O.O.O.O.O.O.O
E_LUMO: 0.164 eV

Atoms and positions in Å:
N: -0.64301 -2.32555 -1.88294
C: -0.99111 -1.74273 -0.63309
C: -0.22066 -0.23128 -0.68823
C: -0.64428 0.53495 0.53312
O: -0.22958 1.91009 0.27759
C: -0.26339 -2.28660 0.64483
N: -1.11946 -1.97515 1.79155
C: -0.43456 -2.44476 3.05760
H: -1.22836 -3.00964 -2.34111
H: 0.31634 -2.50743 -2.13424
H: -2.08406 -1.64483 -0.48515
H: 0.84488 -0.24704 -0.98281
H: -0.75021 0.38755 -1.44031
H: -1.74024 0.53482 0.60179
H: -0.25608 0.18236 1.47686
H: -0.41779 2.18973 -0.65790
H: 0.77251 -1.91543 0.66778
H: -0.04957 -3.41437 0.59621
H: -2.07907 -2.25572 1.82038
H: -0.50915 -3.54705 3.03980
H: 0.57657 -2.05247 3.15199
H: -0.97035 -2.14393 3.99764
H: 4.21831 -0.41838 0.21251
H: 4.53361 -1.76900 -0.21681
O: 4.45986 -0.89221 -0.61145
H: -2.75983 0.60799 -2.44165
H: -3.34905 -0.32018 -3.41593
O: -3.07705 0.60067 -3.35542
H: -2.93447 2.85909 -0.94999
H: -2.23062 2.66859 0.46885
O: -2.45261 2.25365 -0.36892
H: 4.13036 0.61423 -1.79675
H: 2.95366 1.20804 -1.20817
O: 3.51508 1.33881 -1.99203
H: 2.41008 0.14137 2.08683
H: 3.20332 1.06012 1.27062
O: 3.23525 0.13595 1.59536
H: -1.90841 0.36252 2.79711
H: -3.33918 0.85498 2.29331
O: -2.62027 1.00658 2.92276
H: 2.35632 2.98877 -0.01939
H: 1.34985 2.35842 0.91903
O: 2.31534 2.50609 0.80884
H: 0.08278 2.28357 -3.03404
H: -1.40425 2.54724 -3.32555
O: -0.56747 3.00758 -3.05045